Record 1
{
  "formula": "C6H12FN",
  "method": "ωB97M-V/def2-TZVPD",
  "e_homo_ev": -9.399,
  "fmax_ev_per_a": 5.4,
  "total_charge": 0,
  "relative_energy_kcal_mol": 58.2,
  "gap_ev": 10.2,
  "e_lumo_ev": 0.81,
  "elements": ["F", "N", "C", "C", "C", "C", "C", "C", "H", "H", "H", "H", "H", "H", "H", "H", "H", "H", "H", "H"],
  "coordinates": [[0.88, 1.79, 0.55], [-0.84, -1.72, -1.52], [-0.08, 0.81, 0.58], [-0.48, 0.36, 1.91], [-1.28, 1.32, -0.21], [1.07, -0.61, -0.21], [0.30, -1.10, -1.50], [0.90, -0.71, -2.77], [1.87, -0.22, -2.63], [0.29, 0.18, -3.20], [-1.39, 2.35, 0.04], [-1.35, 1.05, -1.34], [-1.39, -0.12, 1.72], [0.95, -1.23, 0.65], [-1.16, -1.87, -0.58], [1.03, -1.48, -3.46], [1.97, -0.05, -0.25], [-0.56, 1.15, 2.75], [0.19, -0.50, 2.16], [-2.15, 0.86, 0.24]],
  "mulliken_charge": [-0.360, -0.674, 1.181, -1.343, -1.288, -1.091, 0.660, -1.083, 0.312, 0.176, 0.427, 0.226, 0.414, 0.447, 0.263, 0.388, 0.404, 0.309, 0.297, 0.336]
}

Record 2
{
  "formula": "C6H12FN2",
  "method": "ωB97M-V/def2-TZVPD",
  "e_homo_ev": -12.840,
  "fmax_ev_per_a": 4.9,
  "total_charge": 1,
  "relative_energy_kcal_mol": 36.3,
  "gap_ev": 10.2,
  "e_lumo_ev": -2.66,
  "elements": ["F", "N", "N", "C", "C", "C", "C", "C", "C", "H", "H", "H", "H", "H", "H", "H", "H", "H", "H", "H", "H"],
  "coordinates": [[-2.39, -1.40, 0.62], [1.15, -0.64, 0.08], [-1.02, 0.41, -0.08], [-0.04, 1.35, 0.64], [-1.23, -0.78, 0.65], [-0.16, -0.81, -0.37], [2.26, -1.41, -0.55], [-2.00, 1.02, -0.89], [1.18, 0.49, 1.01], [-0.59, 1.69, 1.54], [-1.52, 1.74, -1.56], [3.33, -0.96, -0.34], [-0.24, -1.31, -1.42], [0.17, 2.14, -0.08], [2.03, -2.41, -0.32], [-2.70, 1.53, -0.31], [-2.63, 0.21, -1.55], [1.14, 0.19, 2.09], [2.20, 1.02, 0.84], [1.97, -1.38, -1.65], [-0.92, -0.69, 1.65]],
  "mulliken_charge": [-0.260, 0.069, 0.148, -0.456, 0.185, -0.396, -0.767, -0.869, -0.621, 0.318, 0.347, 0.278, 0.323, 0.357, 0.366, 0.403, 0.309, 0.289, 0.385, 0.268, 0.324]
}

Record 3
{
  "formula": "C6H12FN3O8P3Pb",
  "method": "ωB97M-V/def2-TZVPD",
  "e_homo_ev": -11.063,
  "fmax_ev_per_a": 2.0,
  "total_charge": 1,
  "gap_ev": 3.1,
  "e_lumo_ev": -7.94,
  "elements": ["Pb", "P", "P", "P", "F", "O", "O", "O", "O", "O", "O", "O", "O", "N", "N", "N", "C", "C", "C", "C", "C", "C", "H", "H", "H", "H", "H", "H", "H", "H", "H", "H", "H", "H"],
  "coordinates": [[-1.44, 1.55, 4.24], [1.03, -2.07, 0.84], [-0.79, 2.78, -1.01], [0.77, 1.43, -1.72], [-0.71, -0.58, 3.24], [2.66, -0.90, -1.76], [-0.62, 3.38, 0.31], [3.35, -0.30, 0.34], [-0.83, 3.90, -2.14], [-2.18, 2.01, -1.15], [-1.22, 1.04, 1.83], [1.85, -3.02, -0.13], [1.87, 2.19, 0.94], [-0.32, -2.99, 1.33], [0.26, -0.84, -0.07], [1.02, 0.51, 2.20], [2.58, -0.34, -0.64], [1.17, 0.28, -0.33], [1.40, 1.12, 0.91], [-0.31, 0.42, 2.35], [-0.55, -1.35, -1.20], [-2.05, -1.08, -1.00], [1.79, -2.80, -1.07], [1.87, 2.29, -1.70], [-0.19, -1.03, -2.16], [-2.49, -1.95, -0.53], [-2.88, 2.67, -1.29], [-0.46, -2.43, -1.21], [-0.50, -3.73, 0.66], [1.53, 0.93, 2.97], [-2.56, -0.86, -1.92], [-0.06, -3.44, 2.20], [-0.81, 3.50, -3.03], [-2.17, -0.29, -0.29]],
  "mulliken_charge": [1.102, 0.276, 0.981, -0.334, -0.318, -0.681, -0.643, -0.608, -0.504, -0.421, -0.410, -0.490, -0.402, -0.546, 0.203, 0.017, 0.283, 1.306, -0.670, 0.603, -1.051, -1.084, 0.411, 0.194, 0.682, 0.347, 0.332, 0.645, 0.288, 0.441, 0.329, 0.294, 0.337, 0.090]
}

Record 4
{
  "formula": "C6H12IN4OP",
  "method": "ωB97M-V/def2-TZVPD",
  "e_homo_ev": -5.570,
  "fmax_ev_per_a": 5.7,
  "total_charge": 0,
  "gap_ev": 3.2,
  "e_lumo_ev": -2.39,
  "elements": ["I", "P", "O", "N", "N", "N", "N", "C", "C", "C", "C", "C", "C", "H", "H", "H", "H", "H", "H", "H", "H", "H", "H", "H", "H"],
  "coordinates": [[-3.84, 0.42, -3.32], [-0.86, -1.35, -3.05], [-1.60, -0.16, -3.71], [1.28, -2.90, -1.57], [-0.71, 0.17, -0.83], [0.42, 2.37, 3.30], [-0.19, -0.92, -1.45], [0.13, 2.73, 1.87], [-0.91, 1.75, 1.13], [-0.20, 0.47, 0.44], [0.91, -0.19, 1.30], [1.50, -1.47, 0.55], [0.82, -1.69, -0.81], [0.20, -1.83, -3.87], [-0.38, 3.77, 1.91], [1.92, -3.43, -0.96], [-1.43, 2.39, 0.32], [0.42, -3.49, -1.67], [2.31, -2.13, 1.01], [1.25, 0.13, 2.33], [-1.77, -2.44, -2.78], [1.44, 2.17, 3.31], [-1.76, 1.38, 1.83], [-0.01, 1.44, 3.50], [1.06, 2.81, 1.22]],
  "mulliken_charge": [-0.308, 0.249, -0.523, -0.626, -0.617, -0.655, 0.623, -0.499, -0.411, 0.283, -0.378, -0.723, 0.707, 0.146, 0.279, 0.287, 0.289, 0.254, 0.196, 0.159, 0.115, 0.315, 0.270, 0.282, 0.288]
}

Record 5
{
  "formula": "C6H12IN5O",
  "method": "ωB97M-V/def2-TZVPD",
  "e_homo_ev": -7.685,
  "fmax_ev_per_a": 4.3,
  "total_charge": 0,
  "relative_energy_kcal_mol": 20.6,
  "gap_ev": 8.1,
  "e_lumo_ev": 0.43,
  "elements": ["I", "O", "N", "N", "N", "N", "N", "C", "C", "C", "C", "C", "C", "H", "H", "H", "H", "H", "H", "H", "H", "H", "H", "H", "H"],
  "coordinates": [[-4.10, 0.20, -0.24], [-2.72, -2.32, 0.50], [-1.26, -0.28, 1.24], [1.39, -1.54, 0.32], [1.95, 0.70, -0.06], [1.37, 1.93, -0.01], [-0.69, 2.92, 0.55], [3.24, 0.54, -0.65], [-1.56, -1.29, -1.24], [1.11, -0.21, 0.36], [0.14, 1.75, 0.45], [-2.24, -1.06, 0.05], [-0.13, 0.37, 0.63], [-0.57, -1.86, -1.14], [-1.73, 2.96, 0.56], [-1.14, -0.35, -1.60], [3.88, -0.11, 0.09], [-2.26, -1.74, -1.92], [1.05, -2.21, 1.01], [-1.72, 0.48, 1.75], [3.09, 0.00, -1.50], [2.35, -1.64, 0.22], [-3.09, -2.48, 1.33], [3.91, 1.42, -0.91], [-0.27, 3.83, 0.21]],
  "mulliken_charge": [-0.058, -0.512, -0.461, -0.412, 0.815, -1.193, -0.442, -0.980, -1.288, -0.086, 0.232, 0.476, 0.178, 0.287, 0.192, 0.421, 0.266, 0.420, 0.246, 0.435, 0.440, 0.178, 0.336, 0.258, 0.250]
}

Record 6
{
  "formula": "C6H12N",
  "method": "ωB97M-V/def2-TZVPD",
  "e_homo_ev": -14.435,
  "fmax_ev_per_a": 4.3,
  "total_charge": 1,
  "relative_energy_kcal_mol": 76.8,
  "gap_ev": 9.8,
  "e_lumo_ev": -4.68,
  "elements": ["N", "C", "C", "C", "C", "C", "C", "H", "H", "H", "H", "H", "H", "H", "H", "H", "H", "H", "H"],
  "coordinates": [[0.63, -0.38, -0.35], [-1.63, 0.05, -1.27], [1.98, 0.07, -0.65], [0.50, -1.56, 0.13], [-0.60, 1.14, 1.12], [-0.54, 0.40, 2.20], [-0.35, 0.57, -0.66], [-1.47, -0.60, -2.21], [-0.49, 2.25, 1.02], [1.51, -2.04, 0.28], [-0.40, -2.06, 0.35], [2.71, -0.78, -0.74], [-2.34, 0.81, -1.49], [-0.63, 0.95, 3.12], [0.02, 1.44, -1.26], [-2.10, -0.51, -0.39], [-0.29, -0.64, 2.32], [1.89, 0.81, -1.42], [2.33, 0.65, 0.25]],
  "mulliken_charge": [0.193, -1.272, -0.828, -0.255, -0.207, -0.531, -0.090, 0.287, 0.320, 0.190, 0.442, 0.283, 0.415, 0.282, 0.473, 0.317, 0.271, 0.313, 0.397]
}

Record 7
{
  "formula": "C6H12N",
  "method": "ωB97M-V/def2-TZVPD",
  "e_homo_ev": -14.691,
  "fmax_ev_per_a": 5.3,
  "total_charge": 1,
  "relative_energy_kcal_mol": 65.4,
  "gap_ev": 10.1,
  "e_lumo_ev": -4.59,
  "elements": ["N", "C", "C", "C", "C", "C", "C", "H", "H", "H", "H", "H", "H", "H", "H", "H", "H", "H", "H"],
  "coordinates": [[-0.99, 0.02, 0.24], [-1.63, -0.45, 1.19], [-1.52, 0.98, -0.62], [0.38, -2.10, -0.43], [1.52, 1.07, 0.56], [0.33, -0.79, -0.22], [1.43, 0.19, -0.65], [-0.81, 1.80, -0.50], [-2.50, 0.14, 1.57], [1.18, 0.37, 1.51], [2.40, -0.25, -0.85], [2.48, 1.48, 0.69], [-1.29, -1.42, 1.67], [1.17, 0.66, -1.61], [-1.34, 0.42, -1.57], [0.84, 1.89, 0.45], [1.26, -2.41, -1.02], [-2.53, 1.20, -0.32], [-0.36, -2.81, -0.11]],
  "mulliken_charge": [0.154, -0.040, -0.765, -0.910, -1.020, 0.270, -0.365, 0.231, 0.265, 0.216, 0.430, 0.412, 0.246, 0.291, 0.343, 0.282, 0.288, 0.397, 0.274]
}

Record 8
{
  "formula": "C6H12N",
  "method": "ωB97M-V/def2-TZVPD",
  "e_homo_ev": -13.311,
  "fmax_ev_per_a": 2.8,
  "total_charge": 1,
  "relative_energy_kcal_mol": 114.8,
  "gap_ev": 7.1,
  "e_lumo_ev": -6.24,
  "elements": ["N", "C", "C", "C", "C", "C", "C", "H", "H", "H", "H", "H", "H", "H", "H", "H", "H", "H", "H"],
  "coordinates": [[2.67, 0.13, -0.05], [-0.74, -0.23, 0.11], [1.56, 0.64, 0.79], [-0.84, 0.94, -0.61], [-1.14, 0.29, -1.84], [0.47, -0.47, 1.00], [-1.97, -1.18, 0.29], [-0.43, 0.20, -2.65], [2.48, 0.29, -1.03], [-2.10, -1.23, 1.38], [-2.12, -0.12, -2.10], [0.23, -0.40, 2.07], [1.96, 0.95, 1.77], [-2.76, -0.54, -0.11], [1.12, 1.62, 0.55], [-0.94, 2.02, -0.49], [3.48, 0.67, 0.21], [0.94, -1.45, 0.92], [-1.87, -2.13, -0.20]],
  "mulliken_charge": [-0.601, 0.673, -0.606, -0.179, -0.543, -0.643, -1.208, 0.261, 0.206, 0.351, 0.332, 0.376, 0.429, 0.425, 0.266, 0.424, 0.273, 0.423, 0.342]
}

Record 9
{
  "formula": "C6H12N2",
  "method": "ωB97M-V/def2-TZVPD",
  "e_homo_ev": [1.177, -4.821],
  "fmax_ev_per_a": 2.2,
  "total_charge": -1,
  "relative_energy_kcal_mol": 10.7,
  "gap_ev": [2.7, 8.5],
  "e_lumo_ev": [3.86, 3.71],
  "spin_multiplicity": 2,
  "s_squared": 0.75,
  "elements": ["N", "N", "C", "C", "C", "C", "C", "C", "H", "H", "H", "H", "H", "H", "H", "H", "H", "H", "H", "H"],
  "coordinates": [[2.36, -0.98, -0.53], [1.66, -0.46, 1.50], [-2.51, 0.27, -0.52], [2.05, -1.42, 0.72], [1.60, 0.70, 0.73], [0.99, 1.95, 1.27], [2.08, 0.37, -0.51], [-2.60, -1.23, -0.82], [-2.85, 0.79, -1.41], [-1.86, -1.44, -1.60], [2.08, -2.48, 0.91], [2.09, 0.96, -1.40], [-1.52, 0.44, -0.11], [2.90, -1.23, -1.37], [0.60, 1.79, 2.27], [-3.51, -1.58, -1.33], [-2.34, -1.88, 0.02], [0.17, 2.25, 0.61], [1.79, 2.69, 1.26], [-3.20, 0.51, 0.30]],
  "mulliken_charge": [0.387, -0.892, -0.480, -1.044, 1.452, -1.443, -2.731, -1.306, 0.408, 0.383, 0.827, 0.506, -0.108, 1.070, 0.214, 0.413, 0.333, 0.334, 0.417, 0.259]
}

Record 10
{
  "formula": "C6H12N2",
  "method": "ωB97M-V/def2-TZVPD",
  "e_homo_ev": -7.899,
  "fmax_ev_per_a": 9.4,
  "total_charge": 0,
  "relative_energy_kcal_mol": 140.6,
  "gap_ev": 9.0,
  "e_lumo_ev": 1.08,
  "elements": ["N", "N", "C", "C", "C", "C", "C", "C", "H", "H", "H", "H", "H", "H", "H", "H", "H", "H", "H", "H"],
  "coordinates": [[-0.46, -1.67, -0.05], [-0.11, -0.49, -0.45], [2.17, -0.97, 0.07], [1.33, 0.00, -0.45], [-1.80, -1.73, 0.04], [-0.53, 0.74, 0.36], [-1.55, 1.34, -0.33], [0.91, 1.37, 0.22], [-2.48, -0.75, -0.11], [-0.71, 0.40, 1.34], [-2.06, 2.04, 0.42], [-1.43, 1.55, -1.31], [1.49, 1.51, 1.12], [-2.43, 0.55, -0.23], [0.78, 2.29, -0.38], [1.77, -1.40, 0.98], [2.64, -1.70, -0.80], [1.46, -0.10, -1.48], [3.16, -0.31, 0.39], [-2.15, -2.67, 0.66]],
  "mulliken_charge": [-0.716, 0.379, -1.117, 0.003, -0.390, -0.168, -0.982, -0.575, 0.275, 0.410, 0.358, 0.434, 0.297, 0.075, 0.274, 0.357, 0.264, 0.302, 0.291, 0.230]
}